A 13-piece molecular cluster, C54H142N8O19 overall at a distorted geometry. Source: the OMol25 dataset; level of theory: ωB97M-V/def2-TZVPD.

```
223
Properties=species:S:1:pos:R:3:forces:R:3
C 3.89810 -3.03378 -4.76351 0.6 -0.4 0.1
C 2.85626 -3.05872 -3.70770 -1.7 -1.6 0.3
C 3.04161 -4.20058 -2.66692 0.4 0.0 0.2
O 2.88730 -5.48689 -3.25660 -1.0 0.8 -1.5
C 3.23337 -6.64216 -2.57309 1.5 0.2 0.3
N 2.65796 -1.75933 -3.14686 0.5 0.8 0.3
H 4.84695 -2.74677 -4.31031 0.2 0.3 -0.2
H 3.57713 -2.33596 -5.53690 0.4 -0.1 -0.1
H 4.00701 -4.05393 -5.13165 0.1 0.1 -0.4
H 1.94723 -3.32853 -4.24528 -0.5 -0.1 0.1
H 2.34434 -4.07116 -1.83917 -0.4 0.1 0.1
H 4.02977 -4.09031 -2.22029 0.5 -0.2 0.1
H 4.21056 -6.44002 -2.13453 0.1 -0.2 0.8
H 3.46739 -7.45125 -3.26499 -0.6 0.1 -0.4
H 2.50647 -6.99296 -1.84052 -0.1 0.2 0.2
H 2.01453 -1.69087 -2.37136 -0.7 -0.5 0.1
H 3.51026 -1.46073 -2.69461 0.4 0.5 -0.4
C -1.42932 4.81804 -0.91610 -0.1 0.5 -0.2
C -1.05380 5.97286 -1.87455 -1.2 -0.5 1.1
C -1.08185 7.34759 -1.19330 -1.1 -1.0 0.1
O -2.42706 7.55268 -0.71320 0.7 1.1 0.5
C -2.50674 8.71572 0.14963 0.2 -0.8 -0.5
N 0.23162 5.66904 -2.43415 0.0 0.4 -0.6
H -0.59881 4.62125 -0.23814 0.1 -0.1 0.1
H -1.63793 3.92151 -1.49990 0.2 -0.1 0.0
H -2.32379 5.02681 -0.32921 0.0 0.2 0.0
H -1.83710 5.97324 -2.63253 0.2 0.1 -0.4
H -0.75651 8.11949 -1.89074 -0.2 0.3 -0.2
H -0.33925 7.31019 -0.39628 0.0 0.2 0.6
H -3.51617 8.86048 0.53459 -0.1 -0.4 -0.3
H -2.22957 9.61763 -0.39611 0.2 0.1 0.0
H -1.84275 8.55220 0.99842 0.1 0.2 0.1
H 0.37331 6.35269 -3.16398 0.5 0.0 -0.4
H 0.94340 5.84858 -1.74044 0.4 -0.1 0.1
C 4.91338 -4.84777 2.11224 0.1 -0.6 0.0
C 5.17664 -6.14815 1.37158 -0.8 0.9 0.0
O 5.87868 -5.80998 0.17893 0.1 -0.5 0.2
H 4.49632 -4.16247 1.37432 0.3 0.3 0.1
H 5.83383 -4.49529 2.57766 -0.2 0.4 -0.1
H 4.13837 -4.98865 2.86564 0.1 0.0 0.2
H 4.18306 -6.51960 1.12077 -0.1 -0.5 -0.2
H 5.69665 -6.89781 1.96800 0.2 0.0 0.1
H 6.06797 -6.65443 -0.23664 0.2 0.1 -0.4
C 4.97349 -0.95744 -0.29296 0.4 -1.4 -0.8
C 5.34254 0.00977 -1.40579 0.3 0.6 1.9
O 4.17148 0.60735 -1.85370 -0.4 -0.3 -1.3
H 4.33171 -0.56488 0.49580 0.1 0.2 -0.2
H 5.83754 -1.47179 0.12772 0.2 0.3 0.3
H 4.45909 -1.76099 -0.82003 -0.6 -0.2 0.4
H 5.90051 -0.47935 -2.20423 -0.2 -0.1 -0.2
H 5.99944 0.75783 -0.96196 0.4 0.2 -0.3
H 3.98599 1.42503 -1.38616 0.0 0.4 0.2
C -0.97426 -1.23617 -6.84719 1.5 -0.2 0.7
C 0.15401 -1.66196 -5.80233 -1.9 1.0 -0.8
O 0.83736 -0.52457 -5.35296 0.2 0.5 -0.5
H -1.77359 -0.70169 -6.33387 -0.2 -0.4 0.0
H -1.28383 -2.11380 -7.41467 -0.5 0.0 0.3
H -0.61342 -0.52668 -7.59185 0.5 0.0 0.1
H 0.84725 -2.38835 -6.22647 -0.1 -0.2 -0.1
H -0.35423 -2.01278 -4.90416 -0.2 -1.0 -0.2
H 1.51129 -0.86340 -4.75915 0.7 0.2 0.7
C 0.13584 2.61413 3.11140 -0.9 0.6 0.5
C -1.30377 2.60363 2.51460 1.5 0.7 -0.4
O -1.41815 1.50643 1.68134 0.5 -1.3 -0.1
H 0.93260 2.33972 2.42005 -0.4 -0.3 -0.3
H 0.20289 2.01092 4.01681 0.0 -0.3 -0.2
H 0.38796 3.62423 3.43425 -0.1 0.2 0.1
H -1.43352 3.46974 1.86567 0.1 0.7 0.2
H -2.09993 2.64015 3.25817 0.1 -0.1 0.5
H -2.31376 1.50061 1.33573 -0.8 -0.4 -0.3
C 0.74559 0.57070 -0.75706 0.5 0.0 0.5
C 0.18258 -0.72154 -0.19339 -0.6 1.2 0.6
O 0.88715 -1.78519 -0.70535 1.4 0.1 -1.3
H 0.53737 0.71141 -1.81770 -0.2 0.0 0.0
H 1.82945 0.53344 -0.64764 0.2 -0.1 -0.2
H 0.44405 1.42840 -0.15580 -0.5 0.0 -0.2
H -0.88898 -0.78190 -0.38371 -0.3 -0.2 -0.4
H 0.22789 -0.70888 0.89560 0.3 0.1 0.3
H 0.72603 -2.56736 -0.17259 -0.8 -0.6 0.2
C -6.77672 0.53685 4.05975 0.0 -0.2 1.1
O -6.01098 0.84648 2.94774 0.4 -0.4 -1.6
C -5.37002 2.08502 2.89611 0.5 1.0 0.0
C -4.96316 2.43179 1.46466 -0.4 -1.2 0.9
N -4.18336 1.33519 0.83266 -0.7 1.7 0.4
C -4.25328 1.62342 -0.58889 0.3 -0.1 -0.4
C -3.35359 0.66439 -1.26821 0.2 -0.7 -0.6
O -3.50562 0.73408 -2.66578 0.0 -0.2 -0.3
C -2.53367 -0.01154 -3.42811 -0.4 1.1 1.0
H -6.69676 -0.52738 4.28140 0.0 -0.1 -0.3
H -7.83172 0.78230 3.93795 -0.1 0.3 -0.1
H -6.35691 1.02147 4.94121 -0.2 0.3 0.3
H -4.49294 2.10354 3.54304 0.2 -0.1 0.3
H -6.02967 2.90174 3.18925 -0.2 0.1 0.4
H -4.41771 3.37340 1.40187 0.2 -0.1 0.2
H -5.93146 2.60957 0.99683 0.0 -0.1 -0.8
H -4.73185 0.49339 0.93580 0.0 -0.3 0.5
H -3.90994 2.64006 -0.78033 -0.5 0.2 -0.1
H -5.26519 1.37217 -0.90673 -0.2 0.9 -0.5
H -3.72649 -0.28586 -0.88604 0.5 -0.8 -0.1
H -2.32516 0.81227 -0.93873 0.3 0.0 -0.1
H -1.58193 0.49942 -3.28242 0.4 -0.2 -0.2
H -2.83813 0.06835 -4.47167 0.0 -0.3 0.2
H -2.45558 -1.03273 -3.05505 -0.1 -0.2 -0.2
C -4.62208 -4.30442 1.46646 -0.1 -0.6 -0.7
O -4.44663 -3.07115 2.09807 -1.2 -0.4 0.7
C -3.17134 -2.54086 1.98635 0.4 1.1 1.0
C -3.09146 -1.30502 2.93434 -0.1 -0.8 0.3
N -3.30895 -1.64781 4.38777 -0.4 0.1 -1.4
C -3.48854 -0.42709 5.20021 0.3 -0.5 -1.4
C -4.12463 -0.72379 6.52205 0.4 -0.5 0.0
O -5.36116 -1.39003 6.27372 1.4 -0.3 -0.7
C -6.13141 -1.53053 7.41252 -1.5 1.3 0.0
H -5.60487 -4.75050 1.61893 -0.1 0.5 0.6
H -3.89252 -5.05291 1.77567 0.3 0.0 0.1
H -4.57078 -4.21096 0.38169 0.3 0.2 -0.3
H -2.99409 -2.26127 0.94783 0.3 0.4 -0.2
H -2.40040 -3.25432 2.27744 0.1 -0.4 0.2
H -3.88480 -0.61254 2.65296 0.2 0.3 -0.3
H -2.10599 -0.85097 2.83043 -0.1 0.2 -0.1
H -4.18334 -2.15293 4.36796 -0.3 -0.2 0.3
H -4.10286 0.30964 4.68257 -0.3 0.0 -0.2
H -2.49348 0.01673 5.23133 0.1 0.2 0.7
H -4.22034 0.21767 7.06295 -0.5 0.1 0.2
H -3.48982 -1.38054 7.11684 0.1 0.0 0.2
H -5.67463 -1.95580 8.30616 0.3 -0.2 -0.2
H -7.05841 -2.03379 7.13775 0.2 -0.5 0.1
H -6.45434 -0.50772 7.60659 -0.2 0.2 1.0
C -1.58664 3.71807 -7.71181 1.3 0.3 0.6
O -0.40394 3.71447 -6.86986 -1.5 -0.7 0.2
C -0.71192 3.19921 -5.55822 1.2 -0.3 -1.0
C 0.54545 3.12623 -4.70894 0.0 0.8 -0.9
N 1.60731 2.31197 -5.33249 0.2 1.3 1.8
C 2.72437 2.12228 -4.31483 -0.4 0.3 -0.6
C 3.42624 3.45818 -3.80039 -1.4 -2.0 -1.0
O 3.88525 4.18090 -4.92717 0.6 0.8 1.1
C 4.93032 5.05457 -4.49653 -0.1 -0.1 -0.4
H -1.21074 3.92408 -8.71399 -0.3 0.4 0.1
H -2.27459 4.46481 -7.31533 -0.1 0.3 -0.4
H -2.14658 2.78604 -7.78838 0.3 -0.5 0.4
H -1.02548 2.15877 -5.64348 -0.6 -0.2 -0.3
H -1.48183 3.79429 -5.06708 -0.2 0.1 0.1
H 0.16839 2.72512 -3.76817 0.2 -0.1 0.6
H 0.87967 4.14986 -4.53987 0.2 -0.1 0.2
H 1.12770 1.43380 -5.46989 0.6 -0.6 -0.2
H 3.44550 1.43105 -4.75104 0.3 0.3 -0.2
H 2.35101 1.54000 -3.47243 -0.1 0.3 0.6
H 4.24020 3.23090 -3.11198 0.3 -0.5 -0.2
H 2.71538 3.99542 -3.17257 -0.2 0.6 -0.3
H 4.69769 5.67704 -3.63252 -0.6 0.1 0.1
H 5.19557 5.72359 -5.31517 0.0 -0.2 -0.1
H 5.79925 4.48651 -4.16432 0.3 -0.3 -0.3
C -1.38106 -6.82199 3.12073 0.2 0.9 0.6
O -1.01162 -5.68763 2.34245 0.6 -0.5 -1.2
C 0.37806 -5.79666 1.91264 -1.0 0.9 -0.3
C 0.80830 -4.50091 1.24287 -0.4 1.4 1.4
N -0.19397 -3.91424 0.34135 0.6 -1.8 -0.3
C -0.49765 -4.83415 -0.79683 -0.8 0.6 1.0
C -1.68564 -4.29475 -1.57991 0.3 0.1 -0.6
O -2.18784 -5.25442 -2.49644 0.5 0.0 -0.3
C -1.36958 -5.32677 -3.67224 -0.7 -0.1 0.2
H -1.38625 -7.79384 2.62718 0.3 0.1 -0.4
H -2.38352 -6.65930 3.51658 0.0 0.2 0.0
H -0.66856 -6.79801 3.94529 -0.1 -0.7 0.4
H 0.48893 -6.53296 1.11661 0.0 -0.9 0.7
H 0.94757 -5.90541 2.83565 0.5 -0.6 -0.3
H 1.82898 -4.52949 0.86141 -0.1 -0.4 -0.5
H 0.88446 -3.74395 2.02346 0.2 0.0 0.2
H -0.98219 -3.87172 0.97143 -0.6 0.2 -0.4
H -0.89558 -5.78582 -0.44458 0.5 -0.4 0.2
H 0.42767 -4.97273 -1.35600 -0.2 0.0 -0.2
H -1.42142 -3.37262 -2.09759 0.1 0.2 -0.1
H -2.49950 -4.05963 -0.89402 0.0 -0.1 0.1
H -1.47050 -4.39329 -4.22589 0.3 0.2 -0.1
H -1.75939 -6.11541 -4.31583 -0.1 -0.1 0.2
H -0.32526 -5.54923 -3.45313 0.1 0.1 0.1
C 4.56728 2.56885 0.70210 -0.2 -0.2 -0.2
O 3.76700 2.91334 -0.43080 0.5 0.5 0.1
C 2.55321 3.60743 -0.18815 0.0 1.5 0.0
C 2.77493 5.12991 0.14141 -0.6 -1.8 0.6
N 3.28609 5.88527 -0.91694 0.3 1.8 -1.9
C 3.28317 7.33820 -0.60906 0.5 0.1 -2.0
C 3.75573 8.18205 -1.84954 1.6 -0.8 1.2
O 5.17273 8.01061 -1.91429 0.6 0.4 0.2
C 5.83589 8.76875 -2.92820 0.0 -1.2 0.2
H 4.12481 1.66080 1.11167 0.1 0.1 0.6
H 4.72023 3.36660 1.42895 -0.6 0.1 0.1
H 5.58456 2.33600 0.38746 -0.2 -0.1 -0.5
H 1.93217 3.15751 0.58645 0.2 -0.2 0.3
H 1.97167 3.54905 -1.10821 0.1 -0.1 -0.1
H 3.44030 5.22818 0.99914 -0.3 -0.1 0.8
H 1.79869 5.57910 0.32386 -0.2 -0.3 0.7
H 4.23363 5.61430 -1.13792 0.1 0.0 -0.2
H 3.95017 7.52135 0.23336 0.0 0.5 0.2
H 2.28365 7.72879 -0.41799 -0.2 -0.5 0.4
H 3.61860 9.25058 -1.68356 -0.8 0.1 -0.1
H 3.37756 7.80353 -2.79918 -0.7 0.2 0.1
H 5.37307 8.49900 -3.87749 0.2 0.3 -0.3
H 6.87105 8.42837 -2.90208 -0.1 -0.2 -0.2
H 5.90685 9.85038 -2.81367 -0.7 0.2 0.4
C -4.58989 -5.47541 7.87889 1.5 -0.9 -0.5
O -3.62250 -5.34219 6.82778 -0.9 -0.7 0.0
C -2.98298 -4.09583 6.76193 0.7 -0.7 0.2
C -1.77904 -4.24132 5.78189 -1.2 1.2 1.0
N -1.07508 -2.93772 5.64585 0.4 -2.0 -0.5
C -0.04702 -3.21705 4.62662 0.8 1.5 0.3
C 0.83622 -1.96438 4.48465 0.3 0.4 -0.2
O 1.84531 -2.14956 3.51744 -0.2 -1.4 -0.9
C 2.57800 -1.04519 3.03515 -0.6 -0.2 1.1
H -4.99570 -6.47477 7.72180 -0.6 0.3 -0.1
H -5.33626 -4.68317 7.93713 0.0 0.0 -0.2
H -4.03446 -5.57373 8.81159 -0.1 0.4 0.4
H -2.64972 -3.85741 7.77197 0.3 0.4 0.2
H -3.73796 -3.37156 6.45609 0.3 0.4 -0.3
H -2.23211 -4.55418 4.84118 0.1 -0.2 -0.4
H -1.05533 -4.99400 6.09465 -0.3 -0.1 0.3
H -1.77747 -2.40610 5.15175 -0.4 0.7 0.0
H -0.47426 -3.39022 3.63890 -0.2 -0.3 -0.1
H 0.53270 -4.09471 4.91249 0.2 0.0 0.0
H 1.31366 -1.62555 5.40408 -0.2 -0.3 0.5
H 0.18456 -1.14945 4.16953 -0.3 0.3 -0.1
H 3.07545 -0.61280 3.90329 0.6 0.3 -0.1
H 1.92048 -0.27809 2.62609 -0.1 0.1 -0.3
H 3.27458 -1.42894 2.28975 0.0 0.2 0.1
```
Positions in Å, forces in eV/Å.

Calculated values
* LUMO energy: 0.5 eV
* HOMO-LUMO gap: 0.296 Ha
* total energy: -109112.4635 eV

Löwdin population analysis, charges in e, atoms 1 to 99: -0.0479 -0.4603 -0.1628 -0.1903 -0.1172 0.0901 0.0828 0.0838 0.0841 0.1195 0.0976 0.1207 0.0731 0.0877 0.0814 0.0521 0.0482 -0.0445 -0.4354 -0.1993 -0.1925 -0.0887 0.0771 0.0602 0.0713 0.0677 0.1402 0.1226 0.1087 0.0822 0.0815 0.0807 0.0848 0.0360 -0.0842 -0.3255 -0.0865 0.0645 0.0773 0.0709 0.0953 0.1112 0.0745 -0.0719 -0.3202 -0.0897 0.0499 0.0778 0.0530 0.1169 0.0919 0.0292 -0.0500 -0.2915 -0.1111 0.0414 0.0636 0.0678 0.1045 0.0908 0.0364 -0.0566 -0.3150 -0.1008 0.0458 0.0625 0.0658 0.0906 0.0999 0.0250 -0.0571 -0.3350 -0.0991 0.0670 0.0626 0.0524 0.0886 0.0983 0.0127 -0.1083 -0.1924 -0.2325 -0.1760 -0.0522 -0.2141 -0.2515 -0.1759 -0.0610 0.0870 0.0924 0.0872 0.1012 0.1257 0.1222 0.1184 0.1031 0.1251 0.1360 0.1234